(1)
An isolated molecule of C5H6BrNS. Source: OMol25; level of theory: ωB97M-V/def2-TZVPD.

Energy above the lowest of the compared OMol25 structures with the same formula, charge and spin in kJ/mol: 91.4
LUMO level in eV: 0.51
Orbital gap in eV: 9.92
SMILES: C[C@@H](Br)c1nccs1
HOMO level in Eh: -0.3461

Last column: Mulliken charge in e.
Cartesian coordinates (Å):
C (0.928, 2.147, -0.295)  -0.984
C (1.138, 0.624, -0.596)  -0.192
Br (2.863, 0.002, 0.396)  -0.169
C (-0.075, -0.514, -0.078)  0.389
N (-1.010, -0.155, 0.721)  -0.380
C (-1.890, -1.204, 0.876)  -0.559
C (-1.460, -2.356, 0.287)  -0.105
S (0.005, -2.129, -0.633)  -0.062
H (0.220, 2.198, 0.528)  0.331
H (0.385, 2.518, -1.183)  0.284
H (1.953, 2.723, -0.266)  0.317
H (1.415, 0.535, -1.666)  0.414
H (-2.577, -1.032, 1.709)  0.342
H (-1.893, -3.358, 0.200)  0.374


(2)
C30H46O3P2W as an isolated structure. Source: OMol25; level of theory: ωB97M-V/def2-TZVPD.

2S+1: 3
Charge: +2
Energy above the lowest of the compared OMol25 structures with the same formula, charge and spin in kJ/mol: 216.9
LUMO level (spin up / spin down) in eV: -7.33 / -8.16
Orbital gap (spin up / spin down) in eV: 5.51 / 4.61
HOMO level (spin up / spin down) in Eh: -0.4719 / -0.4696
<S²>: 2.048

Last column: Löwdin spin population.
Cartesian coordinates (Å):
W (-0.065, -1.520, -1.084)  0.558
C (-0.878, -3.053, 0.508)  0.026
C (0.414, -3.394, -0.052)  0.026
C (0.706, -1.664, 1.500)  0.012
C (-0.671, -2.016, 1.480)  -0.010
C (1.400, -2.558, 0.624)  0.007
C (-2.080, -3.962, 0.429)  0.001
H (-2.043, -4.641, -0.439)  0.000
H (-3.039, -3.410, 0.404)  0.000
H (-2.105, -4.606, 1.328)  0.001
C (-1.592, -1.563, 2.555)  -0.002
H (-2.614, -1.927, 2.436)  0.000
H (-1.625, -0.453, 2.616)  0.000
H (-1.245, -1.910, 3.526)  -0.001
C (1.284, -0.727, 2.506)  0.001
H (1.036, -1.070, 3.525)  0.000
H (0.869, 0.299, 2.442)  0.000
H (2.371, -0.661, 2.431)  0.000
C (2.824, -2.952, 0.769)  0.000
H (2.927, -3.789, 1.484)  0.000
H (3.420, -2.132, 1.196)  0.000
H (3.251, -3.304, -0.179)  0.000
C (0.744, -4.718, -0.704)  0.010
H (0.928, -5.436, 0.108)  0.003
H (1.658, -4.676, -1.309)  0.000
H (-0.077, -5.117, -1.316)  0.001
C (-1.186, -0.718, -2.612)  0.056
C (-1.332, -2.199, -2.570)  0.053
C (-0.684, -2.981, -3.678)  0.023
C (0.853, -2.733, -3.674)  0.007
C (1.319, -1.926, -2.468)  0.021
C (1.724, -0.468, -2.602)  0.045
C (0.920, 0.489, -3.483)  0.006
C (-0.517, 0.063, -3.718)  0.008
H (-1.105, -2.694, -4.659)  0.004
H (1.216, -2.279, -4.611)  0.000
H (-0.875, -4.054, -3.536)  0.000
H (-0.659, -0.511, -4.640)  0.002
H (-2.084, -0.207, -2.288)  0.003
H (-2.361, -2.514, -2.314)  -0.001
H (-1.079, 0.995, -3.872)  0.000
H (1.038, 1.503, -3.073)  0.001
H (2.761, -0.368, -2.936)  0.013
H (1.418, 0.555, -4.458)  0.002
H (1.356, -3.713, -3.663)  0.000
H (2.123, -2.498, -1.956)  0.000
P (-1.772, 0.933, 0.507)  0.011
C (-2.835, 2.295, -0.040)  0.002
C (-2.865, -0.484, -0.050)  0.009
P (1.814, 0.158, -0.721)  0.121
C (-0.380, 1.236, -0.616)  -0.044
C (3.499, -0.513, -0.809)  0.012
C (2.447, 1.576, 0.202)  0.009
H (-2.781, 3.059, 0.755)  0.000
H (-3.854, 1.890, -0.124)  0.000
H (-2.471, 2.682, -1.009)  0.000
H (-3.488, -0.156, -0.902)  0.001
H (-3.494, -0.709, 0.815)  0.000
H (-2.369, -1.454, -0.370)  0.002
H (2.831, 2.289, -0.539)  0.003
H (3.263, 1.216, 0.839)  0.000
H (1.727, 2.048, 0.874)  0.001
H (0.184, 2.143, -0.300)  -0.002
H (-0.655, 1.396, -1.678)  -0.001
H (3.926, -0.595, 0.182)  0.001
H (4.014, 0.285, -1.367)  0.005
H (3.626, -1.443, -1.354)  0.000
O (1.704, 5.151, 3.150)  0.267
C (0.429, 5.507, 3.145)  0.152
C (0.083, 6.870, 3.273)  0.143
C (-1.254, 7.238, 3.252)  0.007
C (-2.264, 6.280, 3.098)  0.245
C (-1.918, 4.924, 2.974)  0.014
C (-0.585, 4.517, 2.989)  0.128
C (-0.199, 3.079, 2.796)  0.008
O (-1.117, 2.217, 2.706)  0.029
O (1.054, 2.824, 2.692)  -0.005
H (1.670, 4.094, 2.981)  0.000
H (0.891, 7.607, 3.388)  0.003
H (-1.502, 8.305, 3.364)  -0.003
H (-3.311, 6.594, 3.071)  0.011
H (-2.689, 4.158, 2.854)  -0.002


(3)
A 2-piece molecular cluster, C2H4O4 overall. Source: OMol25; level of theory: ωB97M-V/def2-TZVPD.

Energy above the lowest of the compared OMol25 structures with the same formula, charge and spin in kJ/mol: 133.1
LUMO level in eV: 0.37
Orbital gap in eV: 11.03
SMILES: O=CO.O=CO
HOMO level in Eh: -0.3916

Last column: Mulliken charge in e.
Cartesian coordinates (Å):
O (-0.394, -3.204, -1.144)  -0.464
C (-0.361, -4.320, -0.619)  0.303
O (-1.397, -4.964, -0.077)  -0.400
H (0.519, -4.985, -0.725)  0.196
H (-1.097, -5.848, 0.272)  0.365
O (-4.083, 6.742, -0.326)  -0.473
C (-3.025, 6.253, 0.142)  0.312
O (-2.109, 6.746, 0.968)  -0.390
H (-2.738, 5.226, -0.158)  0.173
H (-1.351, 6.100, 0.995)  0.378


(4)
An isolated molecule of C18H26N4O3S2. Source: OMol25; level of theory: ωB97M-V/def2-TZVPD.

Energy above the lowest of the compared OMol25 structures with the same formula, charge and spin in kJ/mol: 116.0
LUMO level in eV: 0.37
Orbital gap in eV: 8.65
SMILES: CCN(CC)CCNC(=O)c1ccc(NC2=N[C@@H]3CS(=O)(=O)C[C@@H]3S2)cc1
HOMO level in Eh: -0.3045

Last column: Mulliken charge in e.
Cartesian coordinates (Å):
C (7.284, -0.063, -1.269)  -1.158
C (7.042, 0.885, -0.100)  -0.663
N (5.946, 0.448, 0.743)  0.732
C (5.360, 1.522, 1.522)  -0.792
C (4.348, 2.318, 0.700)  -0.901
C (6.194, -0.793, 1.447)  -1.038
C (5.413, -1.949, 0.792)  -0.866
N (4.030, -1.588, 0.603)  -0.058
C (3.562, -1.208, -0.613)  0.409
O (4.185, -1.370, -1.645)  -0.679
C (2.199, -0.601, -0.600)  0.000
C (1.888, 0.310, -1.607)  -1.022
C (0.654, 0.920, -1.649)  -0.716
C (-0.310, 0.618, -0.687)  1.149
N (-1.538, 1.270, -0.768)  -0.084
C (-2.630, 1.088, -0.010)  0.573
N (-2.761, 0.352, 1.006)  -0.441
C (-4.059, 0.303, 1.589)  -0.551
C (-4.564, -1.132, 1.526)  -0.919
S (-5.365, -1.182, -0.103)  1.093
O (-4.391, -1.096, -1.150)  -0.557
O (-6.343, -2.229, -0.176)  -0.702
C (-6.159, 0.439, 0.151)  -0.907
C (-5.059, 1.245, 0.807)  0.024
S (-4.055, 2.082, -0.459)  -0.283
C (-0.016, -0.309, 0.309)  -0.657
C (1.228, -0.908, 0.349)  -0.589
H (7.938, 0.412, -1.997)  0.433
H (6.339, -0.305, -1.746)  0.231
H (7.757, -0.985, -0.940)  0.252
H (6.775, 1.865, -0.499)  0.409
H (7.975, 1.004, 0.485)  0.342
H (4.836, 1.091, 2.379)  0.378
H (6.132, 2.205, 1.917)  0.330
H (4.830, 2.816, -0.137)  0.291
H (3.584, 1.654, 0.305)  0.064
H (3.875, 3.073, 1.323)  0.434
H (7.262, -1.045, 1.455)  0.333
H (5.871, -0.707, 2.491)  0.451
H (5.808, -2.166, -0.200)  0.394
H (5.481, -2.845, 1.417)  0.364
H (3.541, -1.260, 1.421)  0.294
H (2.638, 0.527, -2.352)  0.459
H (0.426, 1.630, -2.431)  0.306
H (-1.651, 1.889, -1.559)  0.170
H (-3.979, 0.635, 2.632)  0.424
H (-5.330, -1.359, 2.260)  0.347
H (-3.747, -1.842, 1.575)  0.462
H (-7.009, 0.265, 0.805)  0.342
H (-6.488, 0.857, -0.796)  0.497
H (-5.463, 2.016, 1.465)  0.532
H (-0.773, -0.551, 1.035)  0.540
H (1.425, -1.646, 1.113)  0.523


(5)
A 6-piece molecular cluster, C12H38N2O6 overall. Source: OMol25; level of theory: ωB97M-V/def2-TZVPD.

Energy above the lowest of the compared OMol25 structures with the same formula, charge and spin in kJ/mol: 217.6
LUMO level in eV: 0.35
Orbital gap in eV: 9.56
SMILES: COC[C@H](C)N.COC[C@H](C)N.CO.CO.CO.CO
HOMO level in Eh: -0.3385

Last column: Mulliken charge in e.
Cartesian coordinates (Å):
C (-3.117, 1.211, 4.555)  -0.929
O (-2.381, 1.729, 3.455)  -0.369
C (-3.177, 1.997, 2.300)  -0.715
C (-2.574, 3.166, 1.560)  0.350
C (-3.196, 3.414, 0.200)  -1.508
N (-1.107, 2.983, 1.433)  -0.508
H (-2.395, 0.899, 5.306)  0.293
H (-3.750, 0.376, 4.243)  0.358
H (-3.749, 1.984, 5.011)  0.344
H (-3.196, 1.089, 1.680)  0.262
H (-4.201, 2.203, 2.620)  0.457
H (-2.798, 4.061, 2.165)  0.261
H (-4.217, 3.788, 0.277)  0.448
H (-3.224, 2.487, -0.385)  0.291
H (-2.603, 4.127, -0.370)  0.370
H (-0.817, 2.629, 2.343)  0.266
H (-0.653, 3.892, 1.389)  0.266
C (3.818, -3.734, -5.253)  -0.718
O (2.728, -4.142, -4.454)  -0.309
C (1.532, -3.458, -4.741)  -0.739
C (0.739, -3.257, -3.462)  0.730
C (0.096, -4.554, -3.022)  -1.590
N (-0.231, -2.164, -3.653)  -0.746
H (3.926, -2.645, -5.230)  0.326
H (3.672, -4.035, -6.299)  0.280
H (4.698, -4.227, -4.855)  0.245
H (1.706, -2.500, -5.248)  0.398
H (0.930, -4.034, -5.470)  0.242
H (1.467, -2.995, -2.688)  0.198
H (0.873, -5.286, -2.786)  0.396
H (-0.535, -4.999, -3.794)  0.349
H (-0.496, -4.391, -2.118)  0.413
H (-0.118, -1.537, -2.868)  -0.057
H (-1.177, -2.518, -3.553)  0.285
C (-0.380, 0.237, -0.564)  0.442
O (0.297, 1.479, -0.479)  -0.587
H (-0.190, -0.327, 0.353)  0.110
H (-1.456, 0.441, -0.671)  0.178
H (-0.153, -0.378, -1.432)  -0.343
H (-0.246, 2.041, 0.110)  0.568
C (2.848, 0.042, 0.998)  0.059
O (4.230, -0.182, 0.698)  -0.568
H (2.697, -0.282, 2.025)  0.241
H (2.586, 1.080, 0.823)  -0.137
H (2.240, -0.616, 0.371)  0.105
H (4.436, 0.277, -0.120)  0.307
C (-1.514, -1.940, 3.673)  -0.612
O (-1.166, -1.051, 2.622)  -0.360
H (-1.703, -2.922, 3.258)  0.246
H (-0.686, -2.015, 4.395)  0.282
H (-2.348, -1.574, 4.281)  0.188
H (-1.083, -0.143, 2.934)  0.228
C (2.579, 4.096, 1.048)  0.131
O (2.921, 4.306, 2.406)  -0.505
H (2.042, 4.914, 0.560)  0.265
H (3.447, 3.785, 0.473)  0.266
H (1.891, 3.237, 0.985)  -0.454
H (2.237, 3.936, 2.967)  0.310


(6)
An isolated molecule of C13H15Cl2N3O2S. Source: OMol25; level of theory: ωB97M-V/def2-TZVPD.

Energy above the lowest of the compared OMol25 structures with the same formula, charge and spin in kJ/mol: 86.6
LUMO level in eV: 0.48
Orbital gap in eV: 9.35
SMILES: Cc1cc(Cl)c(Cl)cc1S(=O)(=O)NCCCn1ccnc1
HOMO level in Eh: -0.3262

Last column: Mulliken charge in e.
Cartesian coordinates (Å):
C (0.903, -0.937, 2.782)  -1.890
C (1.655, -0.874, 1.495)  1.060
C (2.920, -0.287, 1.492)  -0.456
C (3.674, -0.188, 0.340)  0.075
Cl (5.213, 0.572, 0.382)  -0.199
C (3.186, -0.714, -0.857)  -0.018
Cl (4.109, -0.619, -2.303)  -0.207
C (1.939, -1.310, -0.866)  -1.188
C (1.180, -1.374, 0.291)  0.466
S (-0.436, -2.093, -0.008)  1.405
O (-1.273, -2.154, 1.154)  -0.746
O (-0.246, -3.301, -0.760)  -0.724
N (-1.086, -0.905, -1.010)  -0.026
C (-2.533, -0.809, -1.046)  -0.831
C (-2.981, 0.553, -1.578)  -0.549
C (-2.728, 1.690, -0.583)  -0.864
N (-1.345, 1.805, -0.216)  0.326
C (-0.317, 2.210, -1.019)  -0.217
C (0.813, 2.124, -0.259)  -0.799
N (0.500, 1.675, 0.984)  -0.309
C (-0.791, 1.488, 0.974)  -0.275
H (-0.050, -1.437, 2.654)  0.435
H (0.736, 0.077, 3.137)  0.342
H (1.491, -1.467, 3.529)  0.452
H (3.311, 0.121, 2.411)  0.465
H (1.556, -1.753, -1.771)  0.530
H (-0.683, -0.973, -1.932)  0.267
H (-2.971, -1.606, -1.663)  0.343
H (-2.866, -0.953, -0.017)  0.453
H (-2.455, 0.760, -2.512)  0.297
H (-4.050, 0.514, -1.790)  0.406
H (-3.301, 1.509, 0.331)  0.383
H (-3.063, 2.636, -1.023)  0.330
H (-0.472, 2.532, -2.028)  0.440
H (1.825, 2.360, -0.521)  0.482
H (-1.365, 1.129, 1.805)  0.342


(7)
C13H23N2O3PPd as an isolated structure. Source: OMol25; level of theory: ωB97M-V/def2-TZVPD.

2S+1: 3
LUMO level (spin up / spin down) in eV: -0.01 / -0.89
Orbital gap (spin up / spin down) in eV: 6.72 / 6.85
HOMO level (spin up / spin down) in Eh: -0.2475 / -0.2842
<S²>: 2.010

Last column: Löwdin spin population.
Cartesian coordinates (Å):
C (-2.703, 0.218, -2.843)  -0.004
C (-2.366, -0.921, -2.131)  0.015
C (-1.622, -0.884, -0.936)  0.045
C (-1.309, 0.425, -0.492)  0.294
C (-1.497, 1.585, -1.282)  0.040
C (-2.251, 1.483, -2.449)  0.011
C (-1.460, -2.194, -0.188)  0.012
C (-0.276, -3.235, -0.296)  -0.001
N (1.091, -2.908, -0.651)  0.000
Pd (-1.130, 1.051, 1.467)  0.923
C (-0.872, 2.882, -0.850)  0.010
P (0.416, 2.241, 0.317)  0.216
H (-2.755, -1.883, -2.478)  0.003
H (-2.477, 2.390, -3.018)  0.002
H (-3.336, 0.174, -3.721)  0.000
H (-1.536, 3.565, -0.293)  0.000
H (-0.420, 3.462, -1.671)  0.003
H (-1.643, -1.998, 0.880)  0.010
H (-2.305, -2.806, -0.550)  0.000
H (-0.210, -3.725, 0.699)  0.000
C (1.037, 3.717, 1.161)  0.042
C (1.717, 1.871, -0.909)  0.046
H (-0.561, -4.029, -1.001)  0.000
C (1.361, -2.080, -1.792)  0.000
C (2.017, -2.784, 0.468)  0.000
H (0.167, 0.741, 2.411)  0.145
H (1.886, -2.672, -2.558)  0.000
H (0.445, -1.664, -2.231)  0.000
H (2.034, -1.256, -1.503)  0.000
H (2.749, -3.609, 0.427)  0.000
H (2.576, -1.837, 0.407)  0.000
H (1.480, -2.844, 1.431)  0.000
H (2.002, 2.769, -1.468)  0.010
H (2.590, 1.511, -0.364)  0.001
H (1.395, 1.117, -1.630)  0.001
H (1.044, 4.592, 0.489)  0.010
H (0.417, 3.935, 2.037)  0.002
H (2.060, 3.502, 1.498)  0.000
H (0.779, 0.398, 3.268)  0.055
O (-0.566, 0.813, 5.092)  0.018
N (0.286, -0.055, 5.191)  0.003
O (0.539, -0.871, 6.047)  0.007
O (1.208, -0.188, 4.017)  0.080


(8)
An isolated molecule of C2H2N2O. Source: OMol25; level of theory: ωB97M-V/def2-TZVPD.

Energy above the lowest of the compared OMol25 structures with the same formula, charge and spin in kJ/mol: 78.7
LUMO level in eV: 0.64
Orbital gap in eV: 12.24
SMILES: N#CC(N)=O
HOMO level in Eh: -0.4264

Last column: Mulliken charge in e.
Cartesian coordinates (Å):
N (2.281, 1.268, -0.062)  -0.313
C (1.375, 0.590, 0.081)  0.057
C (0.113, -0.602, 0.000)  0.610
N (-1.045, 0.039, -0.011)  -0.359
O (0.251, -1.777, 0.009)  -0.456
H (-1.091, 0.944, 0.312)  0.211
H (-1.884, -0.463, -0.330)  0.250


Computed largest force on an atom (Eh/bohr) in order:
0.10730, 0.15997, 0.09812, 0.02434, 0.03276, 0.01797, 0.04800, 0.08536